2 unconnected molecules or ions with the total composition C6H14N2O2 at a distorted geometry. Source: OMol25; level of theory: wB97M-V/def2-TZVPD.

Last columns: bonded neighbours and bond lengths (Å).
CARTESIAN COORDINATES (ANGSTROEM)
1 C -2.090 -1.078 2.627  N2 1.424, H6 1.136, H7 1.101, H8 1.117
2 N -1.075 -1.064 1.629  C1 1.424, C3 1.417, H9 1.005
3 C -0.353 -2.281 1.559  N2 1.417, C4 1.449, O5 1.228
4 C 0.689 -2.392 0.558  C3 1.449, H10 1.099, H11 1.148, H12 1.083
5 O -0.611 -3.206 2.326  C3 1.228
6 H -1.587 -1.291 3.624  C1 1.136
7 H -2.551 -0.081 2.565  C1 1.101
8 H -2.828 -1.905 2.492  C1 1.117
9 H -0.792 -0.276 1.074  N2 1.005
10 H 1.461 -1.632 0.745  C4 1.099
11 H 1.126 -3.448 0.662  C4 1.148
12 H 0.257 -2.411 -0.434  C4 1.083
13 C 0.414 2.905 -0.193  N14 1.460, H18 1.200, H19 1.132, H20 1.154
14 N 1.142 1.968 -1.044  C13 1.460, C15 1.433, H21 1.025
15 C 0.407 1.046 -1.858  N14 1.433, C16 1.515, O17 1.223
16 C 1.015 0.848 -3.232  C15 1.515, H22 1.016, H23 1.062, H24 1.158
17 O -0.689 0.611 -1.532  C15 1.223
18 H 0.551 2.966 0.997  C13 1.200
19 H 0.650 3.997 -0.375  C13 1.132
20 H -0.684 2.565 -0.294  C13 1.154
21 H 2.140 2.099 -1.239  N14 1.025
22 H 0.668 1.519 -3.912  C16 1.016
23 H 2.069 0.738 -3.156  C16 1.062
24 H 0.670 -0.198 -3.588  C16 1.158

Calculated values
Maximum force   5.48 eV/A
Relative energy (zero: lowest compared OMol25 entry of this formula, charge and spin)   187.4 kJ/mol
2S+1   1
SMILES string   CNC(C)=O.CNC(C)=O
HOMO   -9.1582 eV
Total charge   0
Molecular weight   146.2 g/mol
Kohn-Sham gap   9.75 eV